{
  "formula": "C33H68I3N4O17P4",
  "method": "ωB97M-V/def2-TZVPD",
  "elements": ["C", "C", "H", "C", "C", "H", "O", "C", "H", "N", "H", "C", "O", "C", "C", "H", "H", "O", "C", "O", "P", "H", "H", "H", "C", "H", "H", "H", "C", "O", "C", "H", "C", "C", "P", "H", "C", "H", "O", "H", "H", "H", "H", "P", "H", "H", "H", "C", "O", "C", "H", "H", "H", "C", "H", "H", "C", "C", "C", "H", "O", "H", "I", "I", "H", "N", "H", "H", "H", "H", "O", "H", "C", "H", "C", "H", "H", "H", "H", "I", "C", "O", "H", "N", "H", "H", "H", "C", "O", "H", "P", "C", "H", "H", "C", "H", "C", "H", "H", "H", "C", "O", "H", "O", "O", "H", "C", "C", "H", "O", "O", "H", "N", "H", "H", "H", "O", "H", "H", "H", "H", "C", "H", "H", "C", "H", "H", "H", "H"],
  "positions_angstrom": [[7.199940, -6.511263, -0.987574], [-1.409225, -3.964855, -5.303083], [-2.180174, -4.733727, -5.194817], [-5.468761, -0.322723, -0.200695], [-0.148173, 4.784027, -0.122186], [-7.083736, -7.364318, -4.192896], [0.887363, -5.670285, -4.976644], [-5.782141, -8.445732, -8.236327], [4.678148, -0.396751, 1.574649], [0.687143, 3.593255, 2.023951], [-5.253688, -8.598435, -9.182839], [9.161886, -4.173131, 0.296145], [-0.600670, -3.974005, -4.147074], [5.122159, 0.106554, 0.604897], [-5.285209, -1.741752, 0.615046], [1.423013, -0.502016, -4.230432], [-0.279179, 1.132970, 5.156331], [1.669226, -4.609844, -3.056389], [-0.833330, 1.516308, 0.167595], [6.649688, -3.064626, 0.673274], [1.034338, -4.067882, -4.341362], [-1.894570, -2.988219, -5.398419], [0.852836, -7.512967, -4.075514], [5.339370, 1.236265, 0.847362], [-4.352259, 8.720024, 7.163653], [-1.713371, 7.146953, 1.716352], [1.472561, 6.550452, 4.694851], [-0.870480, 2.609592, 4.136075], [-6.734653, -7.446303, -5.226694], [4.874416, -4.137540, -0.304339], [4.162525, -4.368691, -1.502893], [-0.165968, 6.955787, 6.438499], [0.078252, 2.150940, 4.646559], [-2.461497, -9.884074, -7.243074], [6.582227, -3.996109, -0.541530], [-0.634054, 7.622415, 4.049115], [1.910982, 1.202402, 0.405260], [2.468720, 1.015030, -1.876724], [6.761003, -5.558389, -0.044405], [-1.176607, 5.450792, 2.343011], [3.097802, -4.448443, -1.271567], [-6.108727, -6.580587, -5.460939], [-1.563213, 1.045522, -2.051271], [-2.006150, 9.722843, 7.793456], [-0.128447, -6.284886, -3.237831], [-4.387488, 7.800137, 6.571172], [1.809101, 0.961960, 3.964433], [0.896593, 3.649377, 0.523741], [-2.818073, -8.676266, -6.602132], [3.000397, 1.169707, -0.819665], [-3.743246, -3.521712, 1.514226], [-2.529835, -10.712203, -6.535241], [1.978320, 4.045999, 0.211234], [0.659223, 2.134982, -0.085816], [8.631872, -4.422011, 1.219867], [-6.279235, -2.236708, 1.045093], [-0.815109, 7.466820, 7.153320], [0.199441, 6.247079, 0.610608], [-1.311020, 0.462631, -1.040811], [-4.108994, 1.419194, -1.337103], [-3.024601, 10.639491, 8.849577], [4.317798, -3.536000, -2.191379], [1.396758, -0.806998, 1.087919], [2.245933, 2.812883, 7.180877], [1.700494, 5.812473, 3.192603], [1.192932, 1.770406, 3.694279], [-3.485604, 12.636920, 8.929941], [3.019133, 1.088482, 2.152583], [-4.800728, 11.561657, 8.410736], [-6.147739, -9.407870, -7.869331], [-3.258536, 9.505380, 6.742716], [-1.431760, -2.298157, 0.552965], [1.340210, -1.481312, -4.707539], [6.391886, -7.222204, -1.187772], [-3.728448, 11.756756, 8.326901], [0.775070, 2.249602, -1.268675], [-1.274812, 4.570587, 0.156424], [-3.122628, -10.067549, -8.093936], [-0.684011, -6.970477, -4.782002], [5.488419, 0.335354, -2.462581], [-3.867127, -2.510658, 0.909469], [-3.996716, -7.712332, -4.887463], [3.732214, -1.102049, -0.877660], [0.970299, 6.130965, 3.879595], [1.327440, 6.352610, 0.905735], [8.051076, -7.053359, -0.564554], [4.497947, -5.300399, -1.965642], [0.538935, 3.162100, 5.853910], [-0.201957, 4.260465, 6.051812], [-0.147898, 7.082972, -0.160658], [-4.436562, -8.680051, -5.991102], [-2.642061, -0.358848, -0.465933], [-0.079698, 4.853349, -1.289803], [-6.489617, 0.231163, -0.386509], [4.145193, 0.003213, -0.709835], [-3.488041, 11.964664, 7.280432], [-0.762162, 6.500361, 1.955490], [9.778279, -5.026575, 0.001916], [-0.339750, 3.421776, 2.168400], [-1.780928, 6.956135, 7.186747], [0.062495, 7.148812, 3.224255], [1.181314, -2.465479, -3.706081], [-1.432709, -9.803325, -7.601661], [-0.987699, 8.806194, 6.737335], [8.290038, -3.854679, -0.778722], [2.248957, -1.678986, -5.279027], [-2.486457, -1.789834, 0.336379], [0.194982, -6.650055, -4.216689], [-0.833288, -4.170111, -6.208744], [-1.230362, 10.986188, 7.406064], [-4.917219, -7.820321, -7.313844], [-5.273181, 9.285807, 6.993249], [2.599214, 1.894319, 1.601715], [9.817151, -3.316535, 0.481051], [-0.429029, -0.270085, -1.320623], [-1.608965, 2.419633, 0.076995], [-6.055051, -8.683835, -5.380071], [3.588959, 2.202927, -0.922514], [-4.289245, 8.462728, 8.223787], [-1.013144, 1.073770, 1.247520], [0.474666, -1.481037, -5.375040], [1.473969, 2.392995, 2.501648], [-7.603856, -7.443170, -5.889532], [6.168267, -0.406377, 0.351730], [-4.101521, 0.393462, -0.766832], [0.758618, 8.029532, 2.835570], [-0.349134, 7.443490, 8.140142], [-6.638650, -7.787807, -8.411748], [7.510986, -6.046714, -1.926457]],
  "forces_ev_per_a": [[0.3, -0.7, -0.2], [-0.8, -0.1, -0.5], [0.1, 0.1, -0.1], [4.9, -1.3, 0.4], [0.2, 0.5, 1.3], [0.2, -0.2, -0.1], [1.8, 2.2, -2.9], [-0.5, 0.0, -0.7], [0.8, 0.8, -2.1], [2.0, -4.6, -0.3], [-0.1, 0.0, 0.1], [0.1, -0.7, 0.5], [0.9, 0.7, -0.7], [0.6, 0.1, -0.2], [1.9, 1.0, -0.7], [0.0, -0.1, 0.0], [0.9, 2.2, -1.1], [0.6, 0.8, -1.4], [-1.0, 1.1, -0.6], [-0.5, 0.4, -1.6], [-2.9, -4.5, 8.8], [0.0, -0.1, 0.0], [0.2, 0.3, -0.1], [-0.5, -2.1, -0.6], [-0.7, -0.3, -0.1], [2.1, -1.2, 0.3], [-0.6, -0.3, -1.1], [2.1, -0.7, 0.8], [-0.2, 0.6, -0.6], [1.1, 0.7, -2.8], [-0.9, -0.3, -0.3], [-0.1, 0.0, 0.1], [-0.6, -0.8, 1.3], [0.5, -0.4, -0.5], [2.1, -0.2, 9.9], [1.2, -1.1, -1.8], [0.6, 1.8, -1.9], [0.9, 0.2, 2.5], [-0.5, 0.4, -1.0], [0.8, 2.2, -0.8], [0.3, 0.0, -0.1], [0.0, -0.3, 0.1], [0.4, -1.1, 2.4], [-0.5, 8.1, -6.0], [0.2, 0.0, -0.2], [0.0, 0.1, 0.1], [-1.0, 1.2, -0.4], [-0.7, 0.5, -2.3], [-1.3, -2.8, 0.3], [0.8, -0.6, -1.0], [-0.6, 2.4, -1.5], [0.2, -0.2, -0.2], [-2.3, -1.1, 1.1], [0.0, 0.3, -1.2], [0.0, 0.1, -0.2], [2.5, 1.2, -1.1], [0.2, -0.6, -0.2], [-1.6, 0.4, -0.3], [-0.2, -0.6, 0.7], [0.0, -2.3, 1.2], [1.1, -2.9, 2.1], [-0.3, 0.0, -0.2], [0.0, 0.3, -0.3], [-1.1, 0.0, -1.2], [-1.0, 0.6, 1.0], [0.4, 1.2, -1.5], [0.2, -0.3, 0.0], [-0.1, 1.4, -0.8], [0.0, 0.0, 0.0], [-0.1, 0.1, -0.1], [0.4, -0.9, 0.6], [-2.6, 1.4, -0.7], [-0.1, 0.7, -0.2], [0.1, 0.1, 0.0], [-0.6, 0.1, -0.7], [-0.3, -0.3, 2.6], [2.3, 0.2, -0.6], [0.1, -0.2, -0.2], [0.0, 0.0, 0.1], [-0.8, -0.2, 0.7], [0.4, 4.3, -2.4], [0.2, -1.7, -0.2], [0.8, 2.6, 0.5], [0.3, 0.3, -0.6], [-2.1, -0.2, -0.8], [-0.1, 0.0, -0.1], [-0.2, -0.1, -0.2], [-4.7, 6.1, 0.3], [4.8, -7.5, -1.2], [1.2, -1.7, 1.6], [0.0, 9.9, 2.4], [-2.1, -0.9, 0.3], [0.2, -0.3, 2.3], [2.2, -1.6, 0.6], [0.0, -0.3, 0.8], [0.1, -0.1, 0.3], [0.1, -0.7, 0.9], [0.0, 0.0, 0.0], [1.3, 0.4, 0.3], [0.0, -0.3, 0.0], [0.6, 1.2, -0.5], [1.0, -0.2, -2.8], [-0.2, 0.0, 0.1], [-0.4, -1.3, 2.7], [-1.5, 0.7, -3.4], [0.0, 0.3, -0.1], [-4.0, 1.8, -0.4], [-1.1, -0.1, 0.4], [-0.1, -0.1, 0.0], [0.3, -1.4, 1.1], [0.4, -1.1, 0.0], [0.1, -0.1, 0.1], [-3.5, -0.6, 3.0], [-0.2, 0.0, -0.2], [-1.9, 1.3, 0.7], [1.7, -1.9, 0.3], [0.8, -3.6, -0.4], [-1.5, -2.1, 0.6], [-0.2, 0.0, 0.0], [0.6, 0.6, -2.3], [0.0, 0.2, -0.1], [-0.5, 0.8, -0.5], [0.0, 0.0, 0.0], [-2.5, 0.9, 0.8], [0.1, -4.2, 2.7], [-1.8, -1.5, 0.5], [0.1, -0.3, 0.0], [0.1, -0.1, 0.0], [0.1, -0.1, 0.0]],
  "lowdin_charge": [-0.137, -0.129, 0.094, -0.062, -0.136, 0.095, -0.319, -0.138, 0.071, 0.115, 0.088, -0.136, -0.266, -0.208, -0.079, 0.079, 0.164, -0.254, -0.209, -0.267, 0.796, 0.088, 0.096, 0.086, -0.141, 0.119, 0.073, 0.148, -0.137, -0.258, -0.174, 0.054, -0.126, -0.161, 0.779, 0.119, -0.706, 0.113, -0.268, 0.094, 0.071, 0.085, 0.127, 0.779, 0.088, 0.085, 0.154, -0.256, -0.264, -0.285, 0.093, 0.081, 0.173, -0.249, 0.086, 0.088, -0.167, -0.180, -0.199, 0.087, -0.327, 0.071, 1.029, 0.810, 0.056, 0.072, 0.097, 0.067, 0.082, 0.084, -0.274, 0.059, -0.160, 0.089, -0.136, 0.156, 0.109, 0.078, 0.082, 0.729, -0.059, -0.256, 0.065, -0.060, 0.109, 0.092, 0.083, -0.684, -0.123, 0.122, 0.779, -0.148, 0.128, 0.089, -0.749, 0.087, -0.188, 0.084, 0.120, 0.081, -0.267, -0.269, 0.092, -0.268, -0.327, 0.083, -0.034, -0.122, 0.084, -0.235, -0.274, 0.092, 0.042, 0.095, 0.081, 0.115, -0.326, 0.128, 0.083, 0.096, 0.080, -0.157, 0.083, 0.068, -0.030, 0.124, 0.084, 0.092, 0.083],
  "charge": 1,
  "e_homo_ev": -10.388,
  "multiplicity": 1,
  "fmax_ha_per_bohr": 0.1996
}